C24H21N6Pt | wB97M-V/def2-TZVPD

ΔE to the lowest compared entry with this formula, charge and spin: 61.54 kJ/mol
Charge: -1
Multiplicity: 3
Max |F|: 0.67 eV Å⁻¹
HOMO (spin up / spin down): -3.814 / -4.854 eV
HOMO-LUMO gap (spin up / spin down): 6.2998 / 7.3360 eV

Each line ends with the Löwdin spin population.
Positions of all 52 atoms, in Å:
Pt 0.5698 -0.0269 -0.6519  1.1376
N 1.6548 -0.2372 -6.7224  0.0105
N 0.4639 1.0748 -2.5637  0.0751
N -0.0936 0.5122 1.8213  0.0806
N -1.5778 2.0929 -0.1909  0.0112
N 0.1441 0.4862 -4.9109  0.0249
N -2.2031 4.0692 -0.9048  0.0008
C 5.4113 -0.6291 -0.2022  -0.0034
C -0.2762 -0.6672 2.5412  0.0104
C -2.8576 2.0039 -0.6963  0.0010
C 4.5730 -1.7211 -0.4007  0.0043
C 3.4790 0.8113 -0.2733  0.0426
C 0.2298 -2.0125 4.4930  0.0008
C 3.2014 -1.5398 -0.5313  0.0282
C -1.1152 -1.6745 2.0492  0.0096
C -1.7891 -1.6076 0.7197  0.0434
C -3.0340 -1.9908 -1.7512  0.0047
C 4.8550 0.6406 -0.1406  0.0089
C -3.7403 -2.2520 -0.5827  0.0132
C 2.6155 -0.2704 -0.4686  0.1820
C -3.2652 3.2196 -1.1445  -0.0001
C 0.1227 3.8869 0.0432  0.0010
C 0.3682 0.7432 -3.6861  0.0404
C 0.3949 -0.8562 3.7510  0.0020
C -1.2076 3.3372 -0.3371  0.0020
C 0.9917 0.1015 -5.8333  0.0043
C -1.7371 -1.4992 -1.6707  0.0462
C -0.6259 -3.0063 4.0348  0.0023
C -1.0973 -1.2436 -0.4458  0.1778
C -1.2758 -2.8221 2.8238  0.0011
C -3.1050 -2.0760 0.6357  0.0053
H 3.0817 1.8223 -0.2375  0.0075
H -1.2091 -1.2835 -2.5918  0.0063
H 0.7629 -2.1316 5.4282  0.0000
H -3.6419 -2.2976 1.5528  0.0010
H 4.9906 -2.7203 -0.4576  0.0008
H 0.0585 4.5198 0.9312  0.0002
H 6.4815 -0.7660 -0.1037  -0.0001
H -3.4904 -2.1549 -2.7204  0.0005
H -3.3759 1.0581 -0.7288  0.0000
H 0.5606 4.4706 -0.7677  0.0000
H -1.9029 -3.6167 2.4350  -0.0001
H -4.1731 3.5528 -1.6145  0.0000
H 0.7870 3.0491 0.2515  0.0012
H 0.4380 1.2266 2.2929  0.0017
H 5.4921 1.5063 0.0069  0.0016
H 2.5685 -2.4068 -0.6826  0.0068
H -4.7650 -2.6024 -0.6159  0.0011
H -2.1407 5.0334 -1.1790  0.0001
H -0.7663 -3.9222 4.5939  0.0001
H -0.8812 0.8846 1.2968  0.0027
H 1.0510 -0.0688 4.1066  0.0002

C24H22AsAuF6N3O12S3 | wB97M-V/def2-TZVPD

ΔE to the lowest compared entry with this formula, charge and spin: 99.04 kJ/mol
Charge: +1
Multiplicity: 3
Max |F|: 1.44 eV Å⁻¹
HOMO (spin up / spin down): -12.237 / -12.414 eV
HOMO-LUMO gap (spin up / spin down): 8.1662 / 4.1680 eV

Each line ends with the Löwdin spin population.
Positions of all 72 atoms, in Å:
Au 0.8073 0.8186 -0.3545  0.5981
As 0.9650 4.1738 0.5074  0.0069
S -0.9694 0.0813 2.7284  0.2961
S 2.2442 2.4780 -2.5035  0.0103
S -0.5424 1.4316 -3.1062  0.0078
F -0.6515 4.0947 -3.1884  0.0001
F -1.9909 3.2234 -1.7152  0.0003
F -2.4311 3.0252 -3.8074  -0.0002
F 2.7899 2.1188 -5.0239  0.0005
F 3.6493 0.6366 -3.6892  0.0006
F 4.4735 2.6443 -3.7519  0.0009
O 1.7514 -6.0683 -4.0698  0.0000
O 1.3380 -6.9169 2.0637  0.0019
O 1.7080 -1.4521 -2.3802  0.0006
O -0.6685 1.1750 -4.4983  0.0084
O 0.9235 -4.9098 2.7400  0.0016
O 1.1581 -1.1823 -0.2030  0.0933
O 0.1520 0.5823 1.8711  0.4728
O 2.9662 2.0971 -1.3082  0.0099
O -1.2077 0.5657 -2.1559  0.0028
O 2.0235 3.8770 -2.7334  0.0045
O 0.3164 2.8639 -0.3502  0.0542
O 1.7048 -7.7359 -2.6965  0.0001
N 1.6960 -6.5479 -2.9553  0.0000
N 1.2122 -5.7260 1.8759  0.0002
N 1.0109 1.4864 -2.6712  0.1674
C -2.7448 1.0693 0.8854  0.0153
C -1.2437 -2.4580 3.5495  0.0075
C 0.4120 3.9853 2.3402  0.0000
C 0.1439 5.7576 -0.1678  0.0050
C 1.6038 -5.6020 -1.8138  0.0001
C -4.6281 2.4226 1.5447  0.0052
C -1.3979 -3.8169 3.3590  0.0059
C -1.4427 3.0679 -2.9196  -0.0004
C 3.3644 1.9146 -3.8480  0.0032
C 1.4941 -6.1206 -0.5400  -0.0002
C 1.5152 -3.3667 -1.0016  0.0034
C 1.4026 -3.8523 0.2935  0.0011
C -1.2325 -2.1254 1.1188  0.0247
C -1.4694 -4.3270 2.0664  0.0210
C 1.3862 -5.2173 0.4976  0.0001
C -3.1457 1.5993 3.2437  0.0056
C -1.1808 -1.6383 2.4238  0.0693
C -1.3938 -3.4871 0.9571  0.0057
C -3.8770 1.7931 0.5559  0.0052
C -4.2640 2.3310 2.8851  0.0021
C 2.8541 4.4794 0.6053  -0.0004
C -2.4216 0.9705 2.2351  0.0644
C 1.4821 -1.8835 -1.2772  0.0073
C 1.6140 -4.2451 -2.0689  0.0005
H 0.3955 5.8540 -1.2203  0.0000
H -0.9317 5.6828 -0.0427  0.0000
H -4.8433 2.8340 3.6481  0.0001
H 1.3201 -3.1759 1.1290  0.0004
H -1.4513 -3.8942 -0.0446  0.0010
H -0.6731 3.9145 2.3780  0.0000
H -1.4445 -4.4801 4.2126  0.0001
H -2.1452 0.6233 0.0989  0.0001
H 3.2282 4.7905 -0.3656  0.0000
H 1.6973 -3.8745 -3.0812  0.0000
H -1.5700 -5.3946 1.9201  0.0007
H -1.1651 -2.0438 4.5493  0.0023
H -1.1300 -1.4774 0.2565  0.0002
H 3.3635 3.5729 0.9186  -0.0001
H -2.8499 1.5102 4.2835  0.0022
H 0.5292 6.6075 0.3901  0.0007
H -4.1643 1.8636 -0.4856  0.0012
H -5.5000 2.9996 1.2644  0.0002
H 1.4900 -7.1840 -0.3639  0.0000
H 2.9797 5.2698 1.3432  -0.0001
H 0.7492 4.8393 2.9241  0.0001
H 0.8567 3.0775 2.7390  0.0000

C24H22BF6N5O6S8V | wB97M-V/def2-TZVPD

ΔE to the lowest compared entry with this formula, charge and spin: 88.20 kJ/mol
Multiplicity: 2
Max |F|: 1.12 eV Å⁻¹
HOMO (spin up / spin down): -8.149 / -8.150 eV
HOMO-LUMO gap (spin up / spin down): 5.9654 / 6.7103 eV

Each line ends with the Löwdin spin population.
Positions of all 73 atoms, in Å:
V 0.0915 0.8362 0.8533  1.1281
S -1.5283 0.3283 2.3162  -0.0579
S 0.8938 -1.2003 1.1762  -0.0542
S 0.2263 3.4232 0.2597  0.0031
S 2.8441 3.2625 0.2763  0.0006
S 5.9987 -0.3646 -1.4091  -0.0013
S 3.1930 -1.2017 -0.8721  0.0004
S 2.1849 0.7847 6.7411  -0.0030
S 0.6940 1.3042 4.2136  0.0066
F -0.3729 5.5715 -1.1155  0.0004
F 2.8743 1.8090 -1.9437  0.0000
F -1.5259 5.2883 0.6966  0.0002
F 2.3802 3.8865 -2.2618  0.0000
F 4.4149 3.3175 -1.8080  0.0000
F -1.9222 4.0647 -1.0488  0.0001
O -2.2353 1.0694 -0.9182  0.0025
O 4.0067 3.9109 0.7629  0.0007
O -1.8774 -1.1688 -0.6002  -0.0027
O -0.2917 2.8831 1.5267  0.0026
O 0.2513 2.2945 -0.7080  0.0017
O 2.4811 1.9430 0.7987  0.0061
N 1.5451 4.2247 0.3667  -0.0002
N -0.8665 -0.6528 4.7051  -0.0102
N -0.0087 -0.5145 5.7682  -0.0017
N 4.6683 -0.3986 0.9805  -0.0024
N 3.4516 -0.5697 1.5796  -0.0078
C 2.5825 -0.9627 0.7273  -0.0024
C 6.3260 1.6125 3.5964  0.0000
C -0.9935 4.6924 -0.3561  0.0013
C -3.2197 -1.0554 -1.1554  -0.0018
C -2.6968 0.4570 -3.1753  0.0002
C 7.9746 0.2195 2.5415  0.0000
C -3.2236 0.3845 -1.7504  -0.0016
C -0.3720 -3.7798 7.4600  0.0000
C 5.7017 0.1376 1.8210  0.0000
C 5.3498 1.0936 2.7627  -0.0002
C -0.2802 -2.0500 9.1258  0.0000
C -0.6100 0.2324 3.8152  0.0078
C -4.5414 1.1187 -1.6307  -0.0002
C 7.0048 -0.3133 1.7047  -0.0002
C -0.3900 -3.3929 8.7935  0.0000
C 0.9654 0.4452 5.6977  -0.0002
C -0.1243 -1.4933 6.8101  0.0001
C 7.6415 1.1821 3.4837  -0.0002
C -0.1499 -1.0903 8.1335  0.0000
C -0.2374 -2.8287 6.4611  0.0000
C 4.7517 -0.6118 -0.3697  -0.0005
C 3.1462 3.0470 -1.5743  0.0000
C -3.4102 -2.1603 -2.1725  -0.0002
C -4.1843 -1.2310 0.0062  0.0002
B -1.4248 0.0988 -0.3805  -0.0137
H 8.9958 -0.1276 2.4552  0.0000
H 7.2590 -1.0703 0.9776  0.0000
H -4.0973 -0.4226 0.7336  0.0000
H -5.2153 -1.2749 -0.3465  0.0000
H -0.3038 -1.7429 10.1630  0.0000
H -4.3951 -2.0806 -2.6378  -0.0001
H 8.4041 1.5946 4.1309  0.0000
H -0.2245 -3.1103 5.4168  0.0000
H -2.4787 1.4983 -3.4125  0.0000
H -3.4331 0.0840 -3.8885  0.0000
H -5.3270 0.5785 -2.1629  -0.0001
H -4.8403 1.2409 -0.5919  0.0000
H -3.3498 -3.1250 -1.6684  0.0000
H -4.4478 2.1090 -2.0784  0.0000
H -0.4898 -4.1370 9.5727  0.0000
H 6.0544 2.3564 4.3335  0.0000
H -3.9493 -2.1654 0.5157  0.0000
H -1.7767 -0.1167 -3.2907  0.0000
H -0.4619 -4.8249 7.1950  0.0000
H -0.0612 -0.0429 8.3823  0.0000
H -2.6503 -2.1352 -2.9499  0.0000
H 4.3207 1.4155 2.8412  0.0000

C24H22N2O7S | wB97M-V/def2-TZVPD

ΔE to the lowest compared entry with this formula, charge and spin: 95.95 kJ/mol
Max |F|: 0.98 eV Å⁻¹
HOMO: -8.022 eV
SMILES: COC(=O)c1cccc(S(=O)(=O)N(Cc2ccco2)Cc2cc3cc(OC)ccc3[nH]c2=O)c1
HOMO-LUMO gap: 7.9360 eV

Each line ends with the natural charge from an NBO analysis.
Positions of all 56 atoms, in Å:
S 3.1479 1.4754 0.1434  2.3277
O 4.3458 0.6868 0.1418  -0.9339
O 2.5230 -2.9238 3.0442  -0.4891
O 0.2905 3.1354 -2.6829  -0.4024
O 0.2993 -3.2221 2.9826  -0.6238
O -5.0639 0.7562 0.5018  -0.4926
O 3.2714 2.8961 0.2836  -0.9386
O 1.6390 -2.7581 -0.2271  -0.6526
N 2.2263 1.1932 -1.2323  -0.6816
N -0.5230 -2.3668 0.2598  -0.5619
C -2.7967 -2.0135 0.9840  -0.2140
C -0.0984 0.9739 2.4699  -0.2326
C -0.7422 3.1117 -3.5422  0.0835
C -3.9031 0.0546 0.3978  0.2849
C 1.2259 2.2818 -3.1526  0.2620
C -1.6231 -0.3223 -0.2927  -0.0391
C -5.1414 2.0186 -0.1154  -0.2518
C -2.7646 0.4893 -0.2511  -0.2957
C 1.2735 -2.5093 2.8998  0.8029
C 2.0106 0.8226 1.3599  -0.3389
C 2.1975 -0.4619 1.8219  -0.1445
C -3.9044 -1.2057 1.0220  -0.2241
C -0.4075 0.0953 -0.9095  -0.0803
C 0.0406 -0.3392 2.8876  -0.0954
C 2.7205 -4.3234 3.1946  -0.2637
C -1.6431 -1.5856 0.3205  0.1487
C 2.4708 2.0786 -2.3571  -0.2732
C 2.0033 -0.2133 -1.5047  -0.2816
C -0.4962 2.2520 -4.5658  -0.3115
C 1.1908 -1.0583 2.5755  -0.1806
C 0.7861 1.7069 -4.3101  -0.2993
C 0.6970 -0.6827 -0.9199  -0.1243
C 0.6803 -2.0045 -0.2943  0.6287
C 0.8823 1.5536 1.6808  -0.1558
H 3.7275 -4.4521 3.5829  0.1986
H -2.7181 1.4516 -0.7354  0.2188
H -0.9852 1.5303 2.7315  0.2256
H -0.5282 -3.2408 0.7763  0.4318
H -1.1370 2.0313 -5.3943  0.2320
H 2.8178 -0.8114 -1.0807  0.2542
H 3.2642 1.6921 -3.0102  0.2052
H 2.6234 -4.8087 2.2215  0.2013
H -1.5775 3.7474 -3.3237  0.2044
H 1.9988 -0.3748 -2.5872  0.2286
H -0.3701 1.0798 -1.3492  0.2088
H 0.7904 2.5576 1.2983  0.2412
H 3.0911 -1.0035 1.5569  0.2680
H 1.3113 0.9958 -4.9142  0.2302
H -4.9890 1.9458 -1.1969  0.1759
H -0.7410 -0.8243 3.4530  0.2295
H 1.9819 -4.7406 3.8822  0.2000
H -4.8034 -1.5158 1.5298  0.2293
H -4.4142 2.7185 0.3086  0.1741
H -2.8015 -2.9767 1.4705  0.2225
H -6.1483 2.3820 0.0830  0.2027
H 2.7923 3.0249 -1.9167  0.2620